Entry 1:
{"formula": "C21H50NiO9PSi4Te", "method": "the ωB97M-V functional and the def2-TZVPD basis", "total_energy_ev": -130162.7333, "homo_ev": [-4.01, -3.96], "multiplicity": 3, "lumo_ev": [2.5, 2.5], "total_charge": -1, "species": ["Ni", "O", "C", "O", "C", "O", "C", "C", "O", "O", "H", "H", "H", "H", "H", "C", "C", "C", "C", "O", "P", "O", "O", "O", "C", "C", "C", "C", "H", "H", "H", "H", "H", "H", "H", "H", "H", "H", "H", "H", "H", "H", "H", "H", "H", "H", "C", "Si", "C", "C", "Si", "Te", "Si", "C", "C", "C", "Si", "C", "C", "C", "H", "H", "H", "H", "H", "H", "H", "H", "H", "H", "H", "H", "H", "H", "H", "H", "H", "H", "H", "H", "H", "H", "H", "H", "H", "H", "H"], "positions_angstrom": [[0.2687, 1.0536, -2.3790], [0.4307, 4.7837, -3.2040], [0.9432, 3.5659, -3.1424], [0.9823, 2.9363, -2.1066], [1.5237, 3.0660, -4.4419], [1.4233, 1.6651, -4.5018], [0.4060, 1.2238, -5.4078], [-1.0183, 1.6242, -4.9467], [-1.8867, 1.7046, -5.8073], [-1.1305, 1.8178, -3.6908], [-0.0033, 4.9612, -2.3540], [2.5862, 3.3234, -4.4623], [1.0164, 3.5558, -5.2748], [0.4627, 0.1368, -5.4171], [0.5964, 1.6104, -6.4113], [-0.3779, -4.0660, -2.8504], [-0.9742, -3.3154, -1.6576], [-1.2648, -4.3049, -0.5320], [-2.2692, -2.6128, -2.0606], [-0.0335, -2.3730, -1.0626], [0.8715, -1.3047, -1.8676], [1.2541, -0.2062, -0.9135], [0.2181, -0.8695, -3.1458], [2.1593, -2.1561, -2.3278], [3.2312, -2.7154, -1.5509], [4.4249, -2.7446, -2.5028], [3.5762, -1.8995, -0.3076], [2.8518, -4.1384, -1.1346], [-1.0980, -4.8056, -3.2033], [0.5393, -4.5774, -2.5593], [-0.1491, -3.3782, -3.6619], [-2.0102, -5.0284, -0.8642], [-1.6436, -3.7725, 0.3414], [-0.3548, -4.8381, -0.2472], [-2.9793, -3.3407, -2.4596], [-2.0719, -1.8606, -2.8198], [-2.7066, -2.1192, -1.1935], [4.6363, -1.7322, -2.8489], [4.1915, -3.3606, -3.3725], [5.3026, -3.1481, -1.9960], [3.8556, -0.8837, -0.5847], [4.4092, -2.3722, 0.2147], [2.7167, -1.8402, 0.3577], [2.6859, -4.7570, -2.0180], [1.9371, -4.1086, -0.5410], [3.6492, -4.5834, -0.5378], [0.9316, 4.0668, 1.1635], [0.8597, 2.5318, 2.2702], [0.7740, 3.1115, 4.0850], [2.5008, 1.6151, 2.0524], [-1.0116, 1.2061, 1.7308], [-1.6125, 1.0663, -0.6914], [-2.8700, 2.3319, 2.6608], [-4.5281, 1.7223, 1.9714], [-2.7875, 4.1905, 2.2599], [-3.0040, 2.2151, 4.5608], [-0.9034, -0.8663, 2.8683], [0.5300, -2.0277, 2.4305], [-0.7642, -0.6829, 4.7625], [-2.5373, -1.7850, 2.5362], [1.8231, 4.6749, 1.3398], [0.0515, 4.7015, 1.2949], [0.9478, 3.7350, 0.1252], [1.6796, 3.6498, 4.3760], [0.6579, 2.2603, 4.7616], [-0.0790, 3.7761, 4.2461], [3.3654, 2.2371, 2.2983], [2.5820, 1.3043, 1.0090], [2.5425, 0.7132, 2.6690], [-4.4758, 1.6938, 0.8801], [-5.3579, 2.3709, 2.2613], [-4.7533, 0.7088, 2.3136], [-2.6612, 4.3212, 1.1816], [-1.9386, 4.6695, 2.7556], [-3.6955, 4.7181, 2.5608], [-3.3363, 1.2208, 4.8697], [-3.7195, 2.9423, 4.9528], [-2.0387, 2.4042, 5.0380], [1.4744, -1.6467, 2.8300], [0.6314, -2.1053, 1.3488], [0.3789, -3.0338, 2.8310], [0.2311, -0.3285, 5.0450], [-0.9273, -1.6424, 5.2603], [-1.4916, 0.0280, 5.1602], [-2.7997, -1.7120, 1.4767], [-3.3532, -1.3284, 3.1040], [-2.4934, -2.8433, 2.8048]]}

---

Entry 2:
{"formula": "C32H26BrN5O5PbSe", "method": "the ωB97M-V functional and the def2-TZVPD basis", "total_energy_ev": -191927.6325, "homo_ev": -7.63, "lumo_ev": -1.9, "total_charge": 0, "species": ["Pb", "C", "O", "C", "C", "C", "C", "C", "C", "N", "N", "C", "O", "C", "C", "C", "C", "C", "C", "C", "O", "H", "H", "H", "H", "H", "H", "H", "H", "H", "H", "H", "H", "O", "C", "C", "C", "C", "C", "C", "C", "O", "N", "N", "C", "C", "Br", "C", "C", "C", "C", "C", "C", "C", "H", "H", "H", "H", "H", "H", "H", "H", "H", "H", "H", "H", "H", "H", "Se", "C", "N"], "positions_angstrom": [[-0.4419, -3.1193, -1.2456], [1.9884, -6.5983, -0.4761], [2.0971, -6.7215, 0.9408], [2.0840, -5.5711, 1.6739], [3.0302, -5.4280, 2.6509], [3.0822, -4.2992, 3.4970], [2.1899, -3.2840, 3.3185], [1.1986, -3.3994, 2.3161], [0.1388, -2.4980, 2.0818], [0.1125, -1.1906, 2.0785], [-1.0853, -0.4561, 2.0303], [-1.9208, -0.8489, 1.0929], [-1.7776, -1.7527, 0.2078], [-3.2030, -0.0687, 1.0723], [-3.5105, 0.8635, 2.0593], [-4.6923, 1.5816, 1.9929], [-5.5773, 1.3779, 0.9421], [-5.2821, 0.4403, -0.0366], [-4.1025, -0.2864, 0.0337], [1.0896, -4.5523, 1.4807], [0.1786, -4.6379, 0.5817], [2.3855, -7.5266, -0.8829], [0.9527, -6.4655, -0.7817], [2.5883, -5.7580, -0.8371], [3.7551, -6.2246, 2.7610], [3.8193, -4.2551, 4.2854], [2.1840, -2.4472, 4.0053], [-0.8155, -2.9342, 1.8114], [-2.8157, 1.0182, 2.8722], [-4.9273, 2.3015, 2.7660], [-6.4993, 1.9423, 0.8915], [-5.9705, 0.2681, -0.8531], [-3.8847, -1.0424, -0.7093], [-1.0169, -0.4030, -5.1273], [-1.7246, 0.6374, -4.6559], [-2.2843, 1.5306, -5.5718], [-3.0071, 2.6197, -5.1299], [-3.2017, 2.8468, -3.7696], [-2.6556, 1.9574, -2.8635], [-1.9120, 0.8570, -3.2858], [-1.3360, -0.0721, -2.2437], [-0.8286, -1.2284, -2.6857], [-0.1587, 0.7299, -1.5965], [0.2315, 0.4851, -0.4484], [1.3497, 1.1641, -0.0307], [1.9286, 0.9546, 1.1654], [2.0666, -2.1299, -0.9413], [3.2092, 1.7651, 1.4110], [3.0609, 3.2452, 1.0902], [1.9510, 3.9528, 1.5367], [1.8440, 5.3069, 1.2665], [2.8432, 5.9567, 0.5529], [3.9514, 5.2517, 0.1129], [4.0619, 3.8945, 0.3833], [-0.7636, -0.9450, -4.3394], [-2.1343, 1.3441, -6.6264], [-3.4325, 3.3011, -5.8556], [-3.7798, 3.6938, -3.4288], [-2.8193, 2.0972, -1.7991], [-2.0175, -0.1600, -1.3919], [0.3685, 1.3733, -2.2010], [1.7818, 1.8960, -0.7127], [3.9572, 1.3300, 0.7389], [1.1696, 3.4487, 2.0933], [0.9796, 5.8555, 1.6149], [2.7540, 7.0138, 0.3415], [4.7313, 5.7547, -0.4423], [4.9282, 3.3413, 0.0412], [1.6086, -0.2133, 2.5824], [3.7491, 1.6114, 2.7679], [4.1782, 1.5076, 3.8269]]}

---

Entry 3:
{"formula": "C3H3NO2", "method": "the ωB97M-V functional and the def2-TZVPD basis", "total_energy_ev": -8734.1157, "homo_ev": [1.85, 1.85], "lumo_ev": [7.6, 7.6], "total_charge": -2, "species": ["C", "C", "C", "N", "O", "O", "H", "H", "H"], "positions_angstrom": [[1.9205, 0.0411, -1.8042], [-0.5782, 0.2119, 0.4314], [1.3337, -0.1003, -0.6722], [-1.5383, -0.3790, 1.1267], [-2.5540, 0.2812, 1.6687], [-1.4958, -1.6418, 1.3945], [1.5526, 0.4601, -2.7020], [1.8789, -0.2437, 0.2325], [-0.5194, 1.3704, 0.3245]]}

---

Entry 4:
{"formula": "C4H5N3O", "method": "the ωB97M-V functional and the def2-TZVPD basis", "total_energy_ev": -10737.9586, "homo_ev": -9.32, "lumo_ev": -0.4, "total_charge": 0, "species": ["C", "C", "C", "C", "H", "H", "H", "H", "H", "N", "N", "N", "O"], "positions_angstrom": [[1.1002, -0.4332, 1.0180], [-1.7918, 1.0155, 0.2394], [-1.5004, 0.9555, -1.2067], [-1.7394, 1.2600, -2.4121], [2.8192, -1.3873, 0.0181], [0.7151, -1.9988, -0.5158], [2.2617, -1.1789, 2.1359], [-2.6380, 1.7427, 0.2525], [-1.5499, 1.0730, -3.5915], [1.5726, -1.6175, 0.3195], [1.6936, -0.0604, 2.0630], [-1.0442, 0.5623, 1.2108], [0.1012, 0.0671, 0.4688]]}

---

Entry 5:
{"formula": "C4H8N2", "method": "the ωB97M-V functional and the def2-TZVPD basis", "total_energy_ev": -7257.1905, "homo_ev": -9.73, "lumo_ev": 0.9, "total_charge": 0, "smiles": "CN[C@@H](C)C#N", "species": ["C", "N", "C", "C", "C", "N", "H", "H", "H", "H", "H", "H", "H", "H"], "positions_angstrom": [[1.6769, -0.7131, 0.0118], [0.2851, -0.8614, -0.4309], [-0.6606, 0.0262, 0.3170], [-0.5055, 1.4197, -0.2248], [-1.9960, -0.4632, 0.0447], [-3.0455, -0.9095, -0.1473], [2.0210, 0.2930, -0.2403], [2.2438, -1.4736, -0.5468], [1.8016, -0.8356, 1.1033], [0.0044, -1.8387, -0.2886], [-0.4878, 0.0023, 1.4258], [-0.6019, 1.4347, -1.3142], [0.4991, 1.8084, 0.0695], [-1.2345, 2.1108, 0.2208]]}

---

Entry 6:
{"formula": "C49H46GeI2IrN3O2P", "method": "the ωB97M-V functional and the def2-TZVPD basis", "total_energy_ev": -144926.7815, "homo_ev": [-17.17, -17.48], "multiplicity": 6, "lumo_ev": [-10.6, -12.6], "total_charge": 4, "species": ["Ir", "I", "C", "C", "C", "I", "C", "O", "C", "C", "N", "C", "C", "C", "C", "C", "C", "N", "C", "H", "H", "H", "H", "H", "H", "H", "H", "H", "H", "H", "C", "C", "C", "C", "C", "O", "C", "N", "C", "C", "C", "C", "C", "C", "P", "C", "C", "C", "C", "C", "C", "C", "C", "C", "C", "C", "C", "H", "H", "H", "H", "H", "H", "H", "H", "H", "H", "H", "H", "H", "H", "H", "H", "H", "H", "H", "H", "H", "H", "H", "H", "Ge", "C", "C", "C", "C", "C", "C", "C", "C", "C", "C", "C", "C", "H", "H", "H", "H", "H", "H", "H", "H", "H", "H", "H"], "positions_angstrom": [[0.1610, -0.3668, -0.2165], [4.4041, -6.5082, 1.2141], [3.1743, -4.9319, 1.2889], [1.9762, -5.0057, 2.0509], [1.1386, -3.9328, 2.1060], [-0.5295, -4.0123, 3.3497], [1.4281, -2.7286, 1.3720], [0.6054, -1.7596, 1.3643], [2.6882, -2.6418, 0.6774], [3.0333, -1.3162, 0.0661], [2.1815, -1.0061, -1.1366], [2.9668, -0.0974, -2.0180], [2.2283, 0.6358, -3.1290], [3.1441, 1.4345, -3.9874], [2.4590, 2.6394, -4.5062], [0.2399, 2.8693, -4.6854], [-0.4343, 1.6063, -4.5209], [0.1287, 0.8774, -3.5966], [3.5189, -3.7204, 0.6253], [1.7508, -5.9168, 2.5910], [4.0885, -1.2991, -0.2106], [2.8666, -0.5186, 0.7935], [2.0210, -1.8925, -1.6121], [3.8094, -0.6482, -2.4439], [3.3858, 0.6652, -1.3607], [4.0750, 1.0493, -4.3800], [3.1166, 3.4625, -4.7778], [-0.2799, 3.7466, -5.0535], [-1.0804, 1.1566, -5.2677], [4.4703, -3.6548, 0.1108], [-1.1505, -3.4157, -1.1067], [-2.4926, -2.6956, -1.1682], [-3.5109, -3.6627, -1.7815], [-2.4582, -1.4168, -2.0077], [-3.8575, -0.8258, -2.2016], [-3.6747, 0.5949, -2.0021], [-2.4624, 0.8047, -1.5379], [-1.6889, -0.2420, -1.4529], [-2.1974, 2.2342, -1.2504], [-3.2993, 3.0893, -1.2418], [-3.1408, 4.4535, -1.0364], [-1.8782, 4.9865, -0.8424], [-0.7690, 4.1476, -0.8299], [-0.9167, 2.7807, -1.0367], [0.5398, 1.7447, -0.9958], [1.8385, 2.5675, -0.0727], [2.9254, 3.2105, -0.6719], [3.8725, 3.8464, 0.1167], [3.7357, 3.8486, 1.4990], [2.6599, 3.2051, 2.0995], [1.7142, 2.5571, 1.3214], [1.0911, 1.6510, -2.7610], [1.1624, -0.2015, -3.9854], [1.3867, -0.2087, -5.4637], [1.4721, 0.9065, -6.1982], [1.4374, 2.3304, -5.6923], [1.2819, 2.9616, -3.5493], [-1.2214, -4.3018, -0.4739], [-0.3460, -2.8042, -0.6968], [-0.8447, -3.7430, -2.1047], [-2.8162, -2.4201, -0.1560], [-3.2311, -3.9166, -2.8068], [-4.5252, -3.2656, -1.7963], [-3.5419, -4.5898, -1.2104], [-2.0133, -1.6734, -2.9762], [-4.5764, -1.1720, -1.4614], [-4.2691, -0.9640, -3.1969], [-4.2900, 2.6864, -1.3906], [-4.0112, 5.0960, -1.0265], [-1.7503, 6.0504, -0.6914], [0.2117, 4.5654, -0.6370], [3.0471, 3.2254, -1.7482], [4.7120, 4.3480, -0.3464], [4.4722, 4.3547, 2.1095], [2.5558, 3.2084, 3.1764], [0.8808, 2.0516, 1.7986], [0.9213, -1.1815, -3.5783], [1.4552, -1.1724, -5.9526], [1.6067, 0.7966, -7.2680], [1.5268, 3.0216, -6.5254], [1.3116, 3.8747, -2.9644], [-1.7080, -1.3643, 3.4383], [-0.3418, -0.2079, 4.1232], [1.0019, -0.5418, 4.3149], [1.8590, 0.3659, 4.9156], [1.3880, 1.6173, 5.3043], [0.0598, 1.9638, 5.0960], [-0.8080, 1.0566, 4.5025], [-3.0137, -1.9579, 4.6996], [-4.3013, -2.3450, 4.3086], [-5.1800, -2.8332, 5.2630], [-4.7714, -2.9477, 6.5872], [-3.4898, -2.5688, 6.9698], [-2.6009, -2.0617, 6.0340], [-0.8155, 0.2638, 0.8452], [1.3766, -1.5202, 4.0372], [2.8911, 0.0969, 5.1003], [2.0569, 2.3162, 5.7902], [-0.3078, 2.9290, 5.4187], [-1.8518, 1.3288, 4.3785], [-4.6225, -2.2604, 3.2777], [-6.1804, -3.1286, 4.9772], [-5.4604, -3.3251, 7.3308], [-3.1838, -2.6548, 8.0040], [-1.6176, -1.7331, 6.3500]]}

---

Entry 7:
{"formula": "C2H4NP", "method": "the ωB97M-V functional and the def2-TZVPD basis", "total_energy_ev": -12913.2968, "homo_ev": -9.12, "lumo_ev": 0.6, "total_charge": 0, "species": ["C", "C", "N", "P", "H", "H", "H", "H"], "positions_angstrom": [[0.8464, 0.1327, 1.0907], [-0.4900, -0.1768, 0.6334], [0.0553, 1.1448, 0.9898], [-0.4004, -0.7251, -1.6272], [1.8280, -0.1750, 1.2998], [-1.0500, -0.6764, 1.4090], [0.5296, 0.2512, -1.6361], [-1.3188, 0.2245, -2.1594]]}

---

Entry 8:
{"formula": "C6H16N2", "method": "the ωB97M-V functional and the def2-TZVPD basis", "total_energy_ev": -9459.5783, "homo_ev": -7.41, "lumo_ev": 0.9, "total_charge": 0, "smiles": "CC=C(N)N.CCC", "species": ["C", "C", "C", "N", "N", "H", "H", "H", "H", "H", "H", "H", "H", "C", "C", "C", "H", "H", "H", "H", "H", "H", "H", "H"], "positions_angstrom": [[-0.2105, 1.7918, -1.9761], [0.6071, 0.8874, -1.0825], [0.4169, -0.4916, -1.0983], [1.5371, -1.3479, -0.8971], [-0.6452, -1.0707, -1.8342], [-0.0680, 1.5646, -3.0380], [-1.2746, 1.6776, -1.7583], [0.0659, 2.8339, -1.8173], [1.6254, 1.2219, -0.9145], [2.2653, -0.9100, -0.3473], [1.2740, -2.2280, -0.4710], [-0.6641, -0.7746, -2.8023], [-0.6769, -2.0798, -1.7857], [0.0402, -1.1681, 2.4408], [-0.8238, -0.3033, 1.5319], [-0.5452, 1.1380, 1.5605], [1.0978, -0.9704, 2.2618], [-0.1355, -2.2301, 2.2599], [-0.1687, -0.9632, 3.4922], [-1.8848, -0.5377, 1.6318], [-0.5015, -0.6210, 0.4184], [0.0890, 1.2976, 0.4463], [-0.0180, 1.5090, 2.4355], [-1.4021, 1.7745, 1.3435]]}

---

Copy entry 5 word for word.
{"formula": "C4H8N2", "method": "the ωB97M-V functional and the def2-TZVPD basis", "total_energy_ev": -7257.1905, "homo_ev": -9.73, "lumo_ev": 0.9, "total_charge": 0, "smiles": "CN[C@@H](C)C#N", "species": ["C", "N", "C", "C", "C", "N", "H", "H", "H", "H", "H", "H", "H", "H"], "positions_angstrom": [[1.6769, -0.7131, 0.0118], [0.2851, -0.8614, -0.4309], [-0.6606, 0.0262, 0.3170], [-0.5055, 1.4197, -0.2248], [-1.9960, -0.4632, 0.0447], [-3.0455, -0.9095, -0.1473], [2.0210, 0.2930, -0.2403], [2.2438, -1.4736, -0.5468], [1.8016, -0.8356, 1.1033], [0.0044, -1.8387, -0.2886], [-0.4878, 0.0023, 1.4258], [-0.6019, 1.4347, -1.3142], [0.4991, 1.8084, 0.0695], [-1.2345, 2.1108, 0.2208]]}